# C19H23Cl2GeINO2PdS2

A structure of composition C19H23Cl2GeINO2PdS2 (ωB97M-V/def2-TZVPD, the OMol25 dataset).

Relative energy (zero: lowest compared OMol25 entry of this formula, charge and spin): 5.34 kcal/mol
Total charge: +1
Multiplicity: 5
HOMO (spin up / spin down): -10.669 / -11.682 eV
Frontier orbital gap (spin up / spin down): 0.25960 / 0.19072 hartree
LUMO (spin up / spin down): -3.6 / -6.5 eV

Geometry as XYZ:
```
52
C19H23Cl2GeINO2PdS2 (ωB97M-V/def2-TZVPD)
Pd 0.00 0.01 -0.07
I -0.42 2.74 0.89
C -2.17 2.70 -0.22
C -3.05 3.76 -0.02
C -4.22 3.85 -0.75
C -4.50 2.89 -1.71
C -3.62 1.83 -1.94
C -3.90 0.90 -2.96
C -3.01 -0.13 -3.24
C -1.86 -0.27 -2.47
C -1.56 0.56 -1.37
C -2.43 1.68 -1.16
H -2.81 4.52 0.71
H -4.90 4.67 -0.59
H -5.41 2.96 -2.30
H -4.80 1.01 -3.55
H -3.21 -0.82 -4.05
H -1.19 -1.07 -2.72
Cl 4.55 1.79 -1.84
C 3.86 1.59 -0.23
Cl 3.48 3.16 0.52
C 2.55 0.80 -0.25
O 2.42 -0.05 0.67
O 1.64 1.07 -1.07
H 4.58 1.10 0.41
S 0.50 -2.16 -1.28
C 1.33 -3.17 -0.20
N 2.30 -2.81 0.61
C 2.89 -3.81 1.48
C 2.23 -5.16 1.15
S 0.94 -4.85 -0.10
H 2.53 -1.81 0.68
H 2.73 -3.53 2.52
H 3.96 -3.85 1.30
H 1.77 -5.61 2.03
H 2.95 -5.87 0.75
C -0.17 1.16 4.33
Ge -1.27 -0.21 3.48
C -2.98 0.43 2.76
C -1.66 -1.62 4.79
C -0.23 -1.13 2.10
H -0.79 1.88 4.86
H 0.45 1.71 3.62
H 0.49 0.69 5.05
H -3.48 1.06 3.50
H -3.63 -0.42 2.56
H -2.88 1.00 1.84
H -2.25 -1.20 5.61
H -0.75 -2.03 5.20
H -2.24 -2.43 4.34
H -0.70 -1.97 1.58
H 0.82 -1.30 2.30
```

***

# C19H23ClN2O4

An isolated molecule of C19H23ClN2O4 (ωB97M-V/def2-TZVPD, the OMol25 dataset).

Relative energy (zero: lowest compared OMol25 entry of this formula, charge and spin): 0.00 kcal/mol
SMILES: O=C(COC(=O)CNC(=O)c1ccc(Cl)cc1)NCCC1=CCCCC1
Multiplicity: 1
HOMO: -8.596 eV
Frontier orbital gap: 0.31941 hartree
LUMO: 0.1 eV

Geometry as XYZ:
```
49
C19H23ClN2O4 (ωB97M-V/def2-TZVPD)
O 2.17 2.26 -3.03
C 1.79 1.89 -1.94
C 1.59 2.94 -0.83
O 0.90 2.46 0.32
C 1.62 2.20 1.41
O 2.80 2.38 1.53
C 0.75 1.64 2.54
N -0.59 1.30 2.11
C -0.77 0.34 1.18
O 0.16 -0.34 0.77
C -2.17 0.11 0.72
C -2.49 -1.17 0.26
C -3.76 -1.46 -0.19
C -4.72 -0.45 -0.20
Cl -6.31 -0.80 -0.76
C -4.41 0.83 0.23
C -3.14 1.11 0.69
N 1.54 0.62 -1.61
C 1.74 -0.46 -2.54
C 3.03 -1.23 -2.25
C 3.02 -1.84 -0.87
C 2.38 -2.97 -0.62
C 2.29 -3.61 0.73
C 3.30 -3.02 1.71
C 3.27 -1.50 1.59
C 3.75 -1.08 0.20
H 1.01 3.76 -1.24
H 2.58 3.31 -0.54
H 1.26 0.75 2.91
H 0.71 2.37 3.34
H -1.35 1.91 2.37
H -1.72 -1.92 0.26
H -4.01 -2.44 -0.54
H -5.16 1.60 0.20
H -2.91 2.12 0.99
H 1.22 0.36 -0.68
H 0.88 -1.14 -2.46
H 1.78 -0.03 -3.54
H 3.13 -2.02 -3.01
H 3.88 -0.55 -2.35
H 1.86 -3.49 -1.42
H 1.27 -3.46 1.12
H 2.44 -4.69 0.64
H 3.07 -3.33 2.73
H 4.30 -3.38 1.46
H 3.89 -1.03 2.36
H 2.24 -1.16 1.72
H 4.82 -1.28 0.11
H 3.61 -0.01 0.07
```